# 1
10
Properties=species:S:1:pos:R:3:forces:R:3 method="wB97M-V/def2-TZVPD" smiles="C=C1C(F)(F)C1(F)F" homo_ha=-0.4109 e_tot_ev=-15047.324 de_lowest_kcal_mol=17.0 lumo_energy_ev=-0.09
C 0.4295 -0.0519 0.0361 0.275 -0.150 0.918
C 1.7602 0.0910 -0.0732 -0.435 0.184 -0.559
C -0.8797 0.6878 0.0877 0.830 -0.927 0.120
C -0.8857 -0.8491 0.0489 0.007 0.910 0.260
F -1.1790 1.3710 -1.0021 -0.577 0.538 -0.774
F -1.3495 1.3400 1.1773 0.420 -0.495 -0.388
F -1.4011 -1.4374 1.1622 0.829 0.107 -0.569
F -1.2882 -1.5379 -1.0383 0.286 0.395 0.403
H 2.5243 -0.6737 -0.2135 -0.762 -0.512 0.203
H 2.2693 1.0602 -0.1851 -0.873 -0.049 0.387

---

# 2
24
Properties=species:S:1:pos:R:3:forces:R:3 method="wB97M-V/def2-TZVPD" homo_ha="-0.3821 / -0.3821" e_tot_ev=-64370.841 de_lowest_kcal_mol=27.6 lumo_energy_ev="-1.62 / -1.62"
Rh 0.1042 -0.0499 0.5561 -0.219 -1.655 -0.315
F 3.7020 1.2744 3.7126 0.007 -0.010 -0.013
C 2.6194 1.9294 3.3170 0.116 -0.111 -0.069
F 2.7908 2.3487 2.0646 0.020 0.013 -0.005
F 2.4249 2.9754 4.1048 -0.084 0.003 0.037
S 1.1460 0.8240 3.3963 0.136 -0.059 0.488
O 0.0652 1.5798 2.8520 -0.398 0.462 -0.095
O 1.0506 0.3172 4.7268 0.256 -0.184 -0.181
N 1.5738 -0.2580 2.2753 0.010 0.521 -0.055
S 1.3736 -1.8431 2.2556 0.507 1.099 0.613
O 0.8768 -2.0014 0.8705 0.104 -0.132 0.387
O 2.4706 -2.5692 2.7759 -0.138 -0.510 -0.402
C -0.1021 -2.2817 3.3046 -0.142 -0.128 -0.176
F -1.0401 -1.3486 3.1197 -0.008 -0.015 0.010
F -0.5591 -3.4507 2.8757 0.015 0.031 -0.015
F 0.2084 -2.3680 4.5747 0.070 0.011 0.040
O -1.2750 1.3517 -0.3182 -0.007 0.723 0.448
C -2.1084 0.4174 -0.3196 0.283 0.409 -0.194
O -1.6704 -0.7262 0.0145 -0.246 -0.294 -0.640
H -3.1549 0.5739 -0.5892 0.010 -0.076 0.015
F 0.3580 -0.2583 -2.1574 0.252 0.032 -0.024
C 1.1188 0.1547 -1.1281 -0.777 0.009 0.343
F 2.2461 -0.5474 -1.1045 0.252 -0.199 -0.027
H 1.3312 1.2258 -1.1864 -0.020 0.063 -0.171

---

# 3
9
Properties=species:S:1:pos:R:3:forces:R:3 method="wB97M-V/def2-TZVPD" homo_ha=-0.1339 e_tot_ev=-10991.030 de_lowest_kcal_mol=20.9 charge=-1 lumo_energy_ev=4.24
C -0.0571 -1.3484 -0.4623 0.334 1.663 2.352
C -0.0888 -0.0461 -0.2123 -0.121 0.404 0.619
C -0.6885 2.1070 -0.5767 1.669 0.207 -0.805
C 0.4193 -1.0089 0.8731 0.567 0.341 -3.543
O -1.8634 2.0853 -0.4586 -0.301 -0.147 0.276
O 0.3165 2.7121 -0.8533 -1.152 -0.949 0.583
F 1.8539 -1.1214 0.9980 0.527 0.287 0.253
H 0.0101 -2.1275 -1.1331 -0.303 -1.444 -1.417
H 0.0980 -1.2520 1.8252 -1.220 -0.363 1.682

---

# 4
9
Properties=species:S:1:pos:R:3:forces:R:3 method="wB97M-V/def2-TZVPD" homo_ha=-0.1118 e_tot_ev=-19777.273 de_lowest_kcal_mol=36.6 charge=-1 lumo_energy_ev=3.79
C 1.0711 -0.7129 -0.0980 1.701 -1.393 -0.160
C -0.0776 1.3483 0.0430 1.001 -2.427 0.052
C -0.1065 -1.3347 -0.0993 -0.765 1.401 0.598
C -1.2383 0.7389 0.0612 -0.334 -1.363 -0.427
O 1.1294 0.6858 -0.0394 0.689 -1.494 -0.373
F -0.2765 -2.7431 0.0592 0.617 1.865 -0.469
S -2.8501 0.9075 -0.0577 -0.269 -0.036 0.189
H 2.1458 -1.1920 -0.1800 -2.186 1.117 0.323
H 0.2028 2.3022 0.3110 -0.456 2.329 0.268

---

# 5
9
Properties=species:S:1:pos:R:3:forces:R:3 method="wB97M-V/def2-TZVPD" homo_ha="-0.2844 / -0.2844" e_tot_ev=-12439.053 de_lowest_kcal_mol=0.0 lumo_energy_ev="-1.30 / -1.30"
H 0.5103 -0.0004 -2.3210 -0.046 -0.059 0.465
C 0.0633 0.2350 -1.3507 1.775 0.428 0.761
C 0.7415 0.6005 -0.2591 -0.618 1.326 -2.252
O -1.2808 0.1337 -1.4659 -0.649 -0.262 -0.323
O -2.0235 0.3217 -0.2836 -2.765 1.753 -2.642
Hg -1.2948 -0.2253 1.3904 0.928 -1.970 2.419
C 0.7658 -0.5150 1.5921 1.109 1.111 1.422
C 0.9583 0.7153 1.0310 0.524 -2.414 -0.342
H 1.5598 -1.2655 1.6668 -0.257 0.087 0.492

---

# 6
9
Properties=species:S:1:pos:R:3:forces:R:3 method="wB97M-V/def2-TZVPD" homo_ha="-0.3566 / -0.3388" e_tot_ev=-24599.568 de_lowest_kcal_mol=79.5 lumo_energy_ev="-1.58 / -1.20"
C -0.9174 -0.7937 1.5870 0.644 0.705 -2.377
C -0.3426 -0.5725 0.5385 -0.108 -1.754 1.601
C -0.1743 1.9041 -0.4250 -1.146 0.991 0.215
C 0.6315 -0.5152 -0.4565 1.015 0.171 -3.444
N -1.2006 2.3697 -0.2324 -1.134 0.613 0.038
S 1.2763 1.2152 -0.5906 2.036 -1.906 -0.490
I 2.3816 -1.8705 -0.4395 -1.156 0.756 0.221
H -1.6599 -0.8175 2.3033 -0.815 -0.193 1.282
H 0.0053 -0.9196 -2.2847 0.664 0.617 2.953

---

# 7
9
Properties=species:S:1:pos:R:3:forces:R:3 method="wB97M-V/def2-TZVPD" homo_ha=-0.0819 e_tot_ev=-16374.456 de_lowest_kcal_mol=24.8 charge=-1 lumo_energy_ev=3.25
C 1.8801 -1.4498 -0.6671 0.299 -0.382 0.702
C 0.8562 -1.1624 -0.0741 0.324 -0.444 -1.493
C -0.8899 2.1967 0.0810 0.961 -0.315 -2.560
C -0.3037 -0.6105 0.3356 -1.384 1.415 2.273
O -1.6430 1.8541 0.8702 -0.954 0.351 1.548
O -0.2213 2.5364 -0.8202 -0.226 0.157 1.042
I -2.2472 -1.7977 0.1259 1.129 0.462 0.305
H 2.7567 -1.4249 -1.2252 0.750 -0.170 -0.604
H -0.1879 -0.1418 1.3740 -0.898 -1.073 -1.214

---

# 8
9
Properties=species:S:1:pos:R:3:forces:R:3 method="wB97M-V/def2-TZVPD" homo_ha="-0.4253 / -0.4379" e_tot_ev=-9120.756 de_lowest_kcal_mol=25.6 charge=+1 lumo_energy_ev="-5.99 / -6.10"
O 0.4777 -2.8275 0.6049 -0.657 2.277 -0.630
C 0.0671 -1.6973 0.3637 0.024 -3.029 1.533
H -1.0016 -1.4361 0.5417 0.191 -0.086 -0.172
C -0.6044 1.5731 -0.4955 0.673 -0.468 0.451
C 0.1823 0.5272 -0.4241 -1.545 2.729 0.475
C 0.9061 -0.5760 -0.0959 3.315 -0.666 -1.915
O 2.1596 -0.7252 -0.4404 -2.594 0.497 1.084
La -1.0201 3.4248 1.3758 0.424 -1.223 -1.043
H -1.1668 1.7370 -1.4301 0.170 -0.031 0.219

---

# 9
9
Properties=species:S:1:pos:R:3:forces:R:3 method="wB97M-V/def2-TZVPD" homo_ha=-0.7453 e_tot_ev=-13699.339 charge=+2 lumo_energy_ev=-10.98
O -1.3339 -1.4954 -1.4712 0.929 0.847 0.686
C -0.8948 -0.6204 -0.9033 -1.632 -0.595 -1.161
C -0.4369 0.4579 -0.1811 1.131 -0.178 0.884
C -1.3657 1.1502 0.5294 -0.149 0.664 -0.763
H -1.0577 1.8665 1.2932 -0.238 -0.089 -0.215
H -2.4209 1.1589 0.2327 0.138 -0.383 0.592
O 2.6796 -1.1237 0.1531 -0.527 1.429 -0.100
C 3.1507 -2.1493 0.2790 0.545 -1.103 0.117
Mg 1.6795 0.7553 0.0681 -0.197 -0.591 -0.040

---

# 10
9
Properties=species:S:1:pos:R:3:forces:R:3 method="wB97M-V/def2-TZVPD" smiles="N#CC#CC(N)=O" homo_ha=-0.4051 e_tot_ev=-9205.972 de_lowest_kcal_mol=17.7 lumo_energy_ev=-0.45
N 0.8566 0.7281 -1.4045 0.032 0.072 -0.107
C -0.4439 0.7542 -1.0137 -0.126 0.131 -0.113
O -1.3337 1.3707 -1.5572 0.334 -0.273 0.232
C -0.6327 -0.0697 0.1951 0.027 -0.330 0.561
C -0.6040 -0.7289 1.2043 0.072 0.315 -0.474
C -0.3991 -1.4712 2.3534 0.255 -0.507 0.805
N -0.1330 -2.0791 3.3039 -0.378 0.547 -0.873
H 1.5485 0.2088 -0.8876 -0.137 0.101 -0.089
H 1.1413 1.2871 -2.1938 -0.080 -0.054 0.058

---

# 11
9
Properties=species:S:1:pos:R:3:forces:R:3 method="wB97M-V/def2-TZVPD" smiles=N#Cc1ccon1 homo_ha=-0.3940 e_tot_ev=-9204.530 de_lowest_kcal_mol=50.9 lumo_energy_ev=0.35
C -2.0745 -0.1515 -0.0906 -5.769 -1.762 1.180
C -0.6109 -0.2575 -0.1453 -2.715 7.464 -0.221
C 0.3601 0.8048 -0.1314 1.035 -0.532 1.079
C 1.5559 0.1984 0.0843 -4.778 -1.425 -1.380
H 0.2358 1.7838 0.1207 -0.801 2.635 -0.097
H 2.5356 0.3990 0.1066 3.301 1.396 0.375
N -3.2570 -0.3391 0.1145 6.673 1.444 -1.325
N -0.0777 -1.3287 -0.0973 4.526 -7.692 0.560
O 1.3326 -1.1093 0.0385 -1.472 -1.528 -0.172

---

# 12
12
Properties=species:S:1:pos:R:3:forces:R:3 method="wB97M-V/def2-TZVPD" smiles="[H]/N=C/N=C=O.N#CN=C=O" homo_ha=-0.3965 e_tot_ev=-14233.509 de_lowest_kcal_mol=30.3 lumo_energy_ev=0.46
C -1.3222 2.0497 -3.0118 0.234 0.305 -0.225
C -0.5855 0.1038 0.5700 -0.234 -2.881 -0.701
C -2.0309 1.9494 0.1614 -1.493 1.841 -1.303
C 0.4605 2.6028 -1.4163 -1.471 -0.982 -1.706
N -2.1315 1.9716 -3.8254 -0.286 -0.046 -0.059
N -1.2510 1.2849 0.7361 0.177 -0.740 2.226
N 0.4657 0.2129 -0.1166 -1.121 1.468 0.955
N -0.3451 2.0651 -2.1503 0.968 0.369 0.860
O -2.7238 2.7117 -0.3851 -0.185 -0.184 0.251
O 1.2834 3.0034 -0.7324 0.713 0.668 0.699
H -1.1804 -0.9001 0.9666 1.774 2.562 -0.864
H 0.9801 -0.5475 -0.4156 0.925 -2.380 -0.134

---

For each record above, in turn, the calculated largest force on an atom values are 1.25 1.70 3.60 2.63 4.21 3.59 3.01 3.89 2.09 1.10 8.94 3.23 eV/A.